Molecular formula: C3H7BrN3
Method: DFT, the ωB97M-V functional and the def2-TZVPD basis

Geometry (Å):
C 0.0696 0.7007 -0.4535
C 2.3734 1.2667 0.2551
C -1.4912 -1.1511 -0.1972
N 1.0867 1.4458 -0.2257
N -0.2265 -0.4986 0.0038
N 2.9364 0.0094 0.1399
Br 4.6641 -0.2592 -0.0476
H -0.6955 1.1780 -1.0667
H 2.9766 2.1196 -0.1119
H 2.3358 1.5062 1.3408
H -2.1661 -0.9674 0.6442
H -1.9619 -0.7850 -1.1085
H -1.3345 -2.2262 -0.2778
H 0.4337 -0.9593 0.6196

## Properties
- total charge = +1
- frontier orbital gap (spin up / spin down) (eV) = 5.824 / 5.819
- HOMO level (spin up / spin down) (eV) = -13.500 / -13.498

=====

Molecular formula: C3H7BrO2Si
Method: DFT, the ωB97M-V functional and the def2-TZVPD basis

Geometry (Å):
O -1.7034 -2.3033 -0.2068
C -0.8303 -2.0256 0.4786
O 0.2940 -1.4236 0.0434
C 0.6632 -0.3225 0.9325
C 0.8616 0.9858 0.1633
Si -0.4067 1.2308 -1.2265
Br 0.5594 1.5087 -3.2370
H -0.8887 -2.2964 1.5407
H 1.5688 -0.6385 1.4303
H -0.1324 -0.1611 1.6463
H 1.8809 1.1074 -0.1727
H 0.6909 1.7878 0.8755
H -1.1993 2.4318 -0.9177
H -1.3581 0.1189 -1.3499

## Properties
- frontier orbital gap (eV) = 11.141
- structure (SMILES) = O=COCC[SiH2]Br
- HOMO level (eV) = -10.462

=====

Molecular formula: C3H7BrS
Method: DFT, the ωB97M-V functional and the def2-TZVPD basis

Geometry (Å):
C 0.1360 -2.0695 0.1378
C -1.1675 1.6682 -0.2864
C 1.1806 0.1424 0.0844
S 0.0702 1.1787 0.9667
Br 2.7882 -0.1194 0.8499
H 0.8958 -2.7502 -0.3077
H 0.0623 -2.0408 1.2535
H -0.7667 -1.6470 -0.2956
H -0.6823 2.1441 -1.0879
H -1.7637 2.4639 0.1454
H -1.7725 0.6747 -0.5452
H 1.0196 0.3550 -0.9147

## Properties
- frontier orbital gap (spin up / spin down) (eV) = 8.157 / 7.959
- HOMO level (spin up / spin down) (eV) = -7.827 / -7.470

=====

Let's list relative energy (zero: lowest compared OMol25 entry of this formula, charge and spin) in order: 100.8; 44.7; 92.5 kcal/mol.